No. 1
A molecular structure, C48H79BCl36N3O8PS at a distorted geometry. Source: the Open Molecules 2025 dataset; level of theory: wB97M-V/def2-TZVPD.

Structure (ORCA input):
```
! wB97M-V def2-TZVPD RIJCOSX def2/J DEFGRID3
* xyz 0 1
Cl -1.14972 -7.52170 -0.11987
Cl -2.69865 -10.74642 5.00130
Cl -1.26364 -0.79746 12.10946
Cl 9.47718 9.59518 -5.01860
Cl -5.14680 11.00074 9.78462
Cl -6.34720 -8.17430 -2.06345
Cl 3.45558 -8.92193 -0.52734
Cl -5.67241 -5.43306 -7.95416
Cl 6.68610 6.51120 -4.31514
Cl 5.47823 4.44784 -2.64696
Cl 5.03317 -9.64906 -4.81343
Cl 2.59847 7.50482 0.57519
Cl 0.86055 8.35699 -7.51502
Cl -8.33487 -5.18830 -6.79199
Cl 9.60941 6.84057 -9.32007
Cl 7.85122 -9.34935 -5.49751
Cl 8.84100 9.46296 -8.30428
Cl -4.58522 -1.90790 -7.11806
Cl -0.82239 1.33054 8.76296
Cl 2.59725 -9.98134 4.77867
Cl 6.81472 9.83994 -3.85643
Cl 0.80583 8.11684 12.14063
Cl -8.89199 0.10264 2.17708
Cl 3.80511 -7.91797 3.11050
Cl -0.58212 -8.77945 5.38932
Cl 0.61818 -1.24185 9.92760
Cl -0.83815 6.10763 -6.77071
Cl -6.05660 -7.38694 -4.85537
Cl 1.43709 -9.54175 -2.53750
Cl -6.38632 1.42923 1.49809
Cl 0.25072 3.94678 9.47214
Cl -2.56673 -1.28808 -5.10789
Cl -0.93947 -6.23614 -2.72800
Cl -3.12831 11.62056 11.79478
Cl -1.21265 7.49702 10.13046
Cl 4.55752 8.51216 -1.33442
S -3.51278 0.05913 1.39986
P -1.78329 -0.82468 1.33065
O -5.43413 -4.37908 -0.82839
O -0.06682 -1.96741 -0.63222
O 4.30605 -1.05449 -1.07659
O 1.54763 5.59695 -3.13401
O 3.80248 -0.97079 1.48581
O 1.07568 3.30794 -3.85279
O 0.93484 0.94926 -0.17196
O -0.88910 4.10768 -1.67143
N -0.25868 -6.09392 3.43980
N -1.43847 1.63578 -0.69477
N -3.72960 -3.10057 -2.22566
C 0.39109 -4.88293 4.01649
C -0.31589 0.64462 -0.84861
C 10.18991 8.39310 -8.70550
C -1.14320 2.88921 -1.15136
C 0.07792 0.51285 -2.47039
C 1.55134 2.96676 1.39664
C -2.28256 -1.15365 -1.43971
C 2.71853 5.00533 -5.32072
C -0.28032 5.23097 1.73202
C 5.68336 6.18592 -2.89605
C -0.27562 -4.89519 0.86032
C 1.73246 4.62283 -4.06675
C -4.74210 -2.08560 -2.78617
C -1.62603 5.39263 4.32977
C -1.05058 -7.77579 -1.86651
C -1.05430 3.34170 6.34037
C 0.08766 2.25634 9.96289
C 0.76584 -3.62411 3.05543
C -4.47993 -4.33666 -1.76137
C -3.11444 -2.51557 -0.93683
C 0.20453 3.32266 3.83406
C -5.77114 -2.88750 -3.78169
C 0.83797 -2.20730 0.48879
C -0.84864 4.05200 4.87029
C -7.22776 -4.59688 -8.03680
C -1.71470 -9.49351 4.23502
C 0.82923 1.47732 1.17086
C -0.52664 -6.05655 1.97448
C 0.45427 -3.50176 1.43128
C -7.13363 -0.05872 2.09185
C 6.43679 -8.57517 -4.77285
C 1.83472 2.63837 -2.75399
C -3.43845 10.87604 10.22169
C -4.11347 -5.76061 -2.52893
C 2.80237 -8.24326 4.52959
C 2.31242 -2.59872 -0.20060
C -0.97724 -0.83740 -0.43754
C 0.49569 7.37232 10.56753
C -7.02040 -8.30587 -3.69275
C -1.34575 5.96711 2.79064
C -0.16252 7.65750 -6.25444
C 2.86056 8.53201 -0.83949
C -2.87687 -2.03260 -6.68099
C 3.14544 -9.66645 -2.10043
C 1.61858 1.01572 -2.80472
C 0.48492 3.89000 2.29569
C 7.92183 10.43135 -5.10125
C -0.32798 -2.00053 11.21381
B 3.49107 -1.49634 0.11006
H -7.67270 -4.76950 -9.01977
H -1.73160 3.96108 7.06593
H 2.24508 8.16516 -1.66448
H -6.74754 -0.27674 3.09055
H 0.75980 2.35156 4.19655
H -1.63620 2.32346 6.13654
H 0.77542 6.31698 10.61205
H 3.75856 5.44438 -4.93554
H -0.84711 -0.40091 2.36717
H -2.37236 -8.71004 3.85078
H -1.01380 -2.72635 10.77016
H 1.05818 -1.29384 1.18188
H 5.21709 -0.75708 -0.78228
H 2.15674 -2.74401 -1.36852
H 4.70151 6.64274 -3.04192
H -7.06465 -3.52666 -7.88846
H -2.04062 -2.24213 1.62259
H 10.80705 8.87028 -9.47064
H 1.43801 0.74562 1.89180
H -2.40988 5.89853 5.06678
H -0.73098 1.04456 -3.16905
H -1.01486 -7.05502 1.53255
H -2.83906 11.38490 9.46287
H 6.66225 -8.32354 -3.73369
H 2.98323 2.82836 -3.01905
H 1.70775 3.55928 0.40063
H -0.98121 8.34777 -6.03699
H 2.28302 5.84848 -6.03601
H 1.82052 -7.78644 4.38372
H -6.68217 -3.34368 -3.19957
H -3.19288 -5.55723 -3.24726
H -0.23383 1.57505 1.63621
H -8.04078 -7.91499 -3.68873
H 2.44895 0.39615 -2.21135
H 1.30917 -2.70036 3.57221
H -1.95474 -1.39504 -2.54324
H 1.57207 3.14829 -1.73455
H -7.02925 -9.35727 -3.99021
H 2.65899 -3.66391 0.19762
H 3.92914 0.02632 1.30641
H 1.79587 0.70466 -3.94508
H -5.04205 -5.99473 -3.22354
H 7.47689 10.25874 -6.08422
H -6.14761 -2.09178 -4.58570
H 1.08340 1.81910 10.06920
H -4.05234 -2.23943 -0.26200
H -0.55628 -5.01300 -0.29339
H 3.74483 -9.15759 -2.85925
H 2.96267 4.06367 -5.97523
H -0.01814 3.02176 6.80433
H -4.22180 -1.24423 -3.44140
H -2.27748 -1.52374 -7.43981
H -2.38755 -3.26370 -0.40096
H -2.59714 -3.08794 -6.63647
H -5.38718 -1.56912 -1.95451
H 0.05950 -0.62270 -2.84095
H 0.43771 7.50194 -5.35470
H 0.68241 -4.81351 5.17110
H -0.16305 -8.37297 -2.08935
H 2.57388 9.55717 -0.59282
H 6.16372 6.61737 -2.01451
H 2.58009 2.87234 1.97336
H -0.43844 2.21283 10.91962
H 0.35123 -2.50815 11.90300
H -3.07548 -0.29354 -1.43832
H 3.28273 -7.81181 5.41112
H 3.42517 -10.72180 -2.05591
H 10.78587 8.21940 -7.80626
H 8.08494 11.50158 -4.95290
H -0.10706 5.63442 0.64212
H 1.09508 7.88117 9.80871
H -3.87004 -6.62968 -1.78119
H -6.88401 -0.87770 1.41291
H -5.16581 -3.71171 -4.39367
H -3.15872 9.82070 10.26621
H -1.98677 6.92485 2.48805
H -1.15045 -9.93820 3.41169
H 6.20452 -7.66484 -5.33083
H -1.94561 -8.30640 -2.20021
*
```

Values from the calculation:
- HOMO level: -8.3 eV
- Largest force on an atom: 11.105 eV/A
- HOMO-LUMO gap: 7.9 eV
- LUMO: -0.33 eV

Mulliken population analysis, charges in e, atoms 1 to 8: -0.097, -0.177, -0.150, -0.145, -0.156, -0.111, -0.108, -0.139

No. 2
7 unconnected molecules or ions with the total composition C48H84Br3N2O27P3S7 at a distorted geometry. Source: the Open Molecules 2025 dataset; level of theory: wB97M-V/def2-TZVPD.

Structure (ORCA input):
```
! wB97M-V def2-TZVPD RIJCOSX def2/J DEFGRID3
* xyz 0 1
Br 2.38249 -9.13575 -1.27413
Br 2.59880 -10.08526 3.22168
Br -2.45145 -3.72247 1.75402
S 2.26706 11.49457 1.78165
S -3.57835 -4.12031 -2.99939
S 1.50672 1.06200 4.54000
S 0.85107 2.38629 -2.43086
S -7.73240 3.27478 -4.43458
S -4.68250 3.32325 -0.17038
S -3.82635 9.77151 -0.29926
P 0.61979 0.93239 2.80076
P -0.03494 -7.96191 1.10756
P -2.17876 -0.54950 2.92804
O -1.06093 -7.26473 2.20206
O -0.48679 -5.33316 -0.06392
O -4.61199 4.60680 0.45824
O -4.47335 2.12227 0.57591
O -2.98924 9.17643 -1.29594
O 7.96907 -0.64535 3.15550
O 2.98722 11.93544 0.62836
O -0.47002 2.91102 -2.58979
O -2.80823 -3.71894 -4.13698
O -3.51673 -1.41544 3.17912
O -3.20472 9.49001 1.13999
O -8.72185 3.11438 -3.41240
O -8.44230 3.81456 -5.75693
O -1.75868 0.00255 4.39338
O 3.58214 -2.94045 -0.09037
O 1.86960 3.15273 -1.78264
O -6.06057 3.21379 -0.96712
O -4.59321 -3.26727 -2.45917
O -5.23251 9.51441 -0.25536
O 5.94192 -9.38507 3.04089
O -6.83919 2.21421 -4.78445
O -4.21905 -5.55548 -3.29135
O 1.69030 10.03567 1.50770
O -0.68654 -7.92087 -0.41175
O 1.39038 1.89465 -3.84488
O 1.23313 12.29910 2.35790
O 5.25868 -9.44813 0.17850
N -2.49359 0.57028 1.91144
N 5.24324 -7.64597 1.72250
C -0.79440 -2.77647 1.75283
C -9.12402 2.86389 -6.59443
C 2.74421 -7.69857 1.37225
C 9.04434 -1.49066 3.52459
C 5.76557 -8.44560 0.60186
C 7.08374 -7.95466 -0.00812
C 1.60465 -5.62249 0.90949
C 2.23296 -11.44857 0.48874
C 0.48241 9.92060 0.73104
C -7.77981 4.09452 0.53411
C 5.33473 -4.93909 1.28602
C 0.73620 10.10913 -0.75148
C 3.98898 -5.63110 1.20644
C 3.81385 -0.73138 2.92702
C 2.74780 -3.46322 0.61446
C 7.04070 -3.99077 2.95889
C -5.09799 -5.43736 -5.57724
C 2.41905 -9.95696 0.46776
C -7.25494 2.89501 -0.23201
C -6.79444 4.72221 -4.08275
C -10.47016 2.46083 -6.02429
C -2.48434 -4.62211 -1.71485
C 5.34756 -8.32577 2.96877
C 1.56663 -6.98547 1.12729
C 1.55085 -2.74163 1.20758
C -3.56127 11.51355 -0.31171
C 1.62528 -1.43480 1.69280
C 7.54593 -0.80784 1.81366
C 3.41986 11.04039 3.03357
C -0.75814 -1.49186 2.24823
C 0.76469 0.79766 -1.67358
C 0.33398 -3.41042 1.23162
C 4.70613 -7.72730 4.22009
C 2.48334 3.84337 -4.85943
C 2.59885 -9.18715 1.53751
C 0.35560 -4.82229 0.63152
C -5.40457 -5.61228 -4.10232
C 0.48012 -0.82199 2.20191
C 1.36235 2.82576 -4.94337
C 5.15867 -1.41640 2.57711
C 6.04203 -0.53723 1.67316
C -2.58183 7.11171 1.14450
C 3.96411 -7.02365 1.43810
C 5.62560 -4.61631 2.76570
C 2.82036 -4.95598 0.92835
C 2.93160 -0.65747 1.63286
C -3.62084 3.31336 -1.57102
C -3.44759 8.20047 1.74253
H 0.02631 0.19128 -2.19195
H -2.85854 6.91458 0.10974
H -3.45666 0.51195 1.59926
H 1.74876 0.33612 -1.72198
H 5.67142 -1.65166 3.51465
H -0.84404 -0.24877 4.62911
H -4.16034 11.96592 0.47385
H -2.50286 11.70972 -0.15694
H -5.99261 -5.61655 -6.17480
H -6.07288 4.87608 -4.88086
H 3.21195 -11.91176 0.65080
H -7.47158 5.56873 -4.00036
H 6.96745 -6.91797 -0.33091
H -7.10176 4.37542 1.34021
H -11.06471 3.34207 -5.78244
H -11.01706 1.84678 -6.74057
H 2.51612 4.44694 -5.76688
H 2.34432 4.51364 -4.01152
H -3.87207 11.88427 -1.28613
H -8.49077 1.99228 -6.77011
H -6.13348 -4.87562 -3.75902
H -3.21383 8.31330 2.80021
H -3.70912 2.35448 -2.07500
H 9.90613 -0.90168 3.86885
H -3.89999 4.12881 -2.23393
H -3.07128 -4.97103 -0.87186
H 4.08292 0.28884 3.20940
H 9.40205 -2.13173 2.71182
H 1.03458 11.13419 -0.97256
H 1.46658 -11.78330 1.18873
H 5.43419 -4.07278 0.63162
H 4.44652 -8.57533 4.85391
H -7.87671 4.95863 -0.12399
H -0.63851 1.54057 2.92072
H -1.53192 7.40633 1.14977
H 4.92181 -2.33789 2.03220
H -5.83887 -6.59714 -3.93493
H -4.31466 -6.12752 -5.89148
H 3.44454 3.34643 -4.72641
H 1.90740 -11.76389 -0.50827
H 0.10027 8.91704 0.90383
H 1.54157 9.45682 -1.08981
H 1.31942 1.68347 1.82936
H -1.89120 -3.75881 -1.42871
H 6.12269 -5.63568 0.99405
H -4.50598 7.94435 1.67206
H 3.56063 -1.00051 0.81077
H -6.28488 4.55540 -3.13523
H 0.38750 3.31322 -5.00094
H 7.72664 -4.67219 3.46746
H 7.74971 -1.80543 1.40533
H -7.08477 2.04580 0.43256
H 4.09127 10.28476 2.63396
H 6.91044 -3.11994 3.60865
H -4.74559 -4.42822 -5.78862
H -0.16799 9.88682 -1.32049
H -0.27099 10.62175 1.09532
H 3.29656 -1.24197 3.74061
H -1.33517 -7.92944 2.83888
H 8.72577 -2.10169 4.37957
H 8.05463 -0.03886 1.21007
H 3.76289 -7.21389 4.01293
H -8.75241 3.86863 0.97239
H -1.64858 -7.93769 -0.30544
H 5.82047 0.53435 1.75122
H -9.26775 3.35610 -7.55517
H 5.62993 -5.54204 3.34619
H 7.32975 -8.62035 -0.83360
H 7.83201 -8.06192 0.78714
H 5.80352 -0.80429 0.63108
H -2.69498 6.18474 1.70525
H 4.86992 -3.97105 3.22420
H -7.99510 2.58641 -0.96801
H 7.45984 -3.64057 2.01113
H 3.97885 11.93407 3.30254
H 1.47755 2.22963 -5.84709
H 0.46886 0.94100 -0.63516
H -1.83759 -5.41008 -2.08820
H 2.87418 10.66236 3.89385
H -3.79612 -1.29251 4.09856
H 5.40660 -7.10718 4.78480
H -10.35246 1.88648 -5.10577
H 2.74951 0.39710 1.41879
H -2.60400 3.45667 -1.21145
*
```

Values from the calculation:
- HOMO level: -8.0 eV
- Largest force on an atom: 3.617 eV/A
- SMILES: CCCc1c2c(c(P(O)O)c(/C(Br)=C(/C)Br)c1N(C(C)=O)C(C)=O)C(=O)c1c(Br)c(P(=N)(O)O)c([PH2]=S)c(CCCCCOC)c1C2=O.CCOS(C)(=O)=O.CCOS(C)(=O)=O.CCOS(C)(=O)=O.CCOS(C)(=O)=O.CCOS(C)(=O)=O.CCOS(C)(=O)=O
- HOMO-LUMO gap: 6.5 eV
- LUMO: -1.56 eV

Mulliken population analysis, charges in e, atoms 1 to 8: -0.116, -0.075, -0.149, 1.270, 1.239, -0.397, 1.189, 1.253

E / eV: -543488.969 -423239.258